# 1
Here is 4 unconnected molecules or ions with the total composition C3H14NO3 from the Open Molecules 2025 dataset. Energies are from wB97M-V/def2-TZVPD.

## Properties
HOMO energy: -13.59 eV
Energy above the lowest of the compared OMol25 structures with the same formula, charge and spin: 159.23 kJ/mol
LUMO energy: -2.99 eV
HOMO-LUMO gap: 0.3895 hartree
E_tot: -402.89594 Ha

Structure (ORCA input):
```
! RIJCOSX wB97M-V def2-TZVPD def2/J DEFGRID3
* xyz 1 1
H 0.1807 2.9611 -2.4350
H -1.2580 -0.0126 3.7584
O 2.5805 0.4392 0.3446
H -0.5017 1.3798 -0.7557
C -0.6936 -3.0520 -1.0071
O -0.7842 0.4049 2.9327
H -0.8002 3.4897 -1.2909
H 2.9543 0.8025 -0.4374
H -1.1346 -2.0044 0.7513
H 0.7477 0.8293 0.1714
H -0.3282 -0.3687 -1.8329
H 0.1525 -3.6773 -0.6636
H -1.6086 -3.6438 -0.7523
C -0.5766 -0.6544 -0.8304
H 0.1254 0.2541 3.0716
H -0.5161 -3.0525 -2.0548
C -0.7568 -1.8264 -0.2666
N -0.2910 0.5955 -0.1556
H -0.9780 0.8147 0.6422
H 3.1812 0.9310 1.0181
O -0.0485 2.9466 -1.4618
*
```

Mulliken population analysis, charges in e, atoms 1 to 4:
1. H 0.3482
2. H 0.3397
3. O -0.7159
4. H 0.3598

# 2
Here is 3 unconnected molecules or ions with the total composition C3H14NO3 from the Open Molecules 2025 dataset. Energies are from wB97M-V/def2-TZVPD.

## Properties
HOMO energy: -14.23 eV
Energy above the lowest of the compared OMol25 structures with the same formula, charge and spin: 80.96 kJ/mol
LUMO energy: -2.98 eV
HOMO-LUMO gap: 0.4133 hartree
E_tot: -402.92575 Ha

Structure (ORCA input):
```
! RIJCOSX wB97M-V def2-TZVPD def2/J DEFGRID3
* xyz 1 1
H 2.3843 -1.9803 -1.0265
O 2.0963 0.2004 -0.0967
H 0.7707 -0.6527 1.2637
H 0.2736 0.3160 -1.3786
H 2.9095 -0.1669 0.2392
O -1.4129 1.0898 2.7734
H -1.9248 -0.2495 0.6107
C -0.1413 -0.4048 -0.6792
H -0.8203 1.5589 3.3862
H 0.9390 -2.8304 -0.6854
H -1.8228 2.0537 -2.9662
C 1.0784 -0.7698 0.2238
N -1.2052 0.2877 0.1317
O -1.2895 1.8120 -2.2024
H -1.5850 1.0198 -0.4875
C 1.6206 -2.1204 -0.2249
H -2.3016 1.3978 2.9954
H -0.7965 0.7369 0.9735
H 2.3540 -2.5305 0.4553
H -0.4646 -1.3030 -1.1794
H -0.6618 2.5353 -2.1261
*
```

Mulliken population analysis, charges in e, atoms 1 to 4:
1. H 0.4402
2. O -0.5646
3. H 0.2788
4. H 0.2745

# 3
Here is 4 unconnected molecules or ions with the total composition C3H14NO3S from the Open Molecules 2025 dataset. Energies are from wB97M-V/def2-TZVPD.

## Properties
HOMO energy: -3.40 eV
Energy above the lowest of the compared OMol25 structures with the same formula, charge and spin: 309.43 kJ/mol
LUMO energy: 3.69 eV
HOMO-LUMO gap: 0.2606 hartree
E_tot: -801.32370 Ha

Structure (ORCA input):
```
! RIJCOSX wB97M-V def2-TZVPD def2/J DEFGRID3
* xyz -1 1
H -0.1199 -2.1885 -2.5081
H -3.3037 -0.4386 0.2525
O 0.7124 -1.6246 -2.8961
H -0.1688 1.5611 -0.3078
H 2.9680 1.6581 -0.1692
C -0.4403 1.6353 0.6451
H -2.4696 1.0151 1.4353
S -1.2647 -2.1125 -0.1123
H -1.2573 0.0667 2.0832
H 2.0300 0.5244 -0.4983
H 1.2301 0.6980 1.4212
O 1.6457 -2.0869 -0.4552
H 0.9256 -2.0313 0.0753
H 0.8463 -1.2716 -1.9418
C -1.6106 0.5189 1.1344
H -0.9116 2.6331 0.6094
C -2.2014 -0.4731 0.0369
O 2.4318 1.2508 -0.8743
H -1.8313 0.1401 -0.8307
H 1.5447 -2.8097 -1.0827
N 0.8049 1.7032 1.4719
H 0.4398 1.6320 2.5112
*
```

Mulliken population analysis, charges in e, atoms 1 to 4:
1. H 0.3826
2. H 0.2723
3. O -0.7297
4. H 0.5733